No. 1
{"formula": "C29H43CoIN2O8S3Si", "method": "the ωB97M-V functional and the def2-TZVPD basis", "species": ["Co", "O", "S", "O", "O", "C", "C", "C", "C", "C", "C", "S", "O", "O", "O", "H", "H", "H", "H", "C", "C", "C", "C", "Si", "C", "C", "C", "C", "C", "C", "C", "C", "H", "H", "H", "H", "H", "H", "H", "H", "H", "H", "H", "H", "H", "H", "H", "H", "H", "H", "H", "H", "H", "H", "H", "H", "H", "H", "H", "S", "C", "N", "C", "C", "C", "N", "H", "H", "H", "H", "H", "H", "H", "H", "I", "C", "C", "C", "C", "C", "C", "C", "O", "O", "H", "H", "H", "H"], "coordinates": [[-0.822, -0.364, 0.335], [-1.496, -4.229, 0.833], [-1.938, -2.869, 0.611], [-1.446, -2.297, -0.645], [-1.702, -1.945, 1.725], [-3.727, -2.960, 0.539], [-4.306, -4.058, 1.161], [-5.682, -4.146, 1.291], [-6.490, -3.123, 0.813], [-5.919, -2.022, 0.193], [-4.538, -1.926, 0.049], [-3.951, -0.527, -0.935], [-5.061, 0.409, -0.938], [-3.660, -1.117, -2.223], [-2.791, 0.043, -0.224], [-3.650, -4.833, 1.539], [-6.128, -5.014, 1.764], [-7.566, -3.186, 0.923], [-6.520, -1.211, -0.200], [0.859, 1.217, -4.157], [-0.075, 0.615, -3.101], [-0.018, -0.918, -3.227], [-1.506, 1.030, -3.477], [0.317, 1.098, -1.219], [2.313, 1.202, -1.125], [2.933, -0.105, -1.631], [2.965, 2.362, -1.884], [2.740, 1.337, 0.348], [-0.261, 2.992, -1.020], [0.376, 3.619, 0.229], [-1.785, 3.015, -0.805], [0.048, 3.917, -2.206], [0.496, 0.937, -5.159], [1.882, 0.841, -4.069], [0.891, 2.310, -4.109], [-0.247, -1.211, -4.264], [-0.762, -1.391, -2.583], [0.969, -1.322, -2.976], [-1.763, 0.599, -4.456], [-1.613, 2.113, -3.558], [-2.235, 0.657, -2.765], [2.823, -0.233, -2.710], [2.489, -0.964, -1.137], [4.011, -0.118, -1.403], [2.737, 2.353, -2.952], [4.060, 2.295, -1.773], [2.658, 3.330, -1.479], [2.333, 0.525, 0.950], [2.406, 2.285, 0.779], [3.840, 1.301, 0.424], [0.254, 2.966, 1.099], [-0.121, 4.577, 0.455], [1.441, 3.825, 0.091], [-2.067, 2.478, 0.098], [-2.335, 2.556, -1.628], [-2.127, 4.059, -0.702], [1.114, 3.957, -2.443], [-0.281, 4.940, -1.964], [-0.485, 3.611, -3.108], [-1.490, 1.193, 2.429], [-0.125, 1.637, 3.319], [0.956, 0.879, 3.415], [2.215, 1.293, 4.010], [1.980, 2.357, 5.070], [1.089, 3.435, 4.474], [-0.151, 2.806, 4.043], [0.953, 0.018, 2.840], [2.880, 1.691, 3.238], [2.691, 0.406, 4.425], [2.931, 2.778, 5.399], [1.469, 1.918, 5.931], [1.606, 3.922, 3.637], [0.852, 4.200, 5.214], [-0.907, 3.404, 3.756], [2.964, -7.233, -1.561], [2.556, -5.470, -0.474], [1.801, -4.471, -1.061], [1.548, -3.316, -0.329], [2.035, -3.164, 0.959], [2.803, -4.181, 1.516], [3.069, -5.346, 0.809], [1.795, -1.911, 1.788], [2.471, -1.784, 2.820], [0.940, -1.038, 1.402], [1.395, -4.581, -2.058], [0.943, -2.541, -0.766], [3.192, -4.040, 2.517], [3.658, -6.140, 1.248]], "orbital_gap_ha": [0.222, 0.220], "lumo_ev": [3.5, 3.5], "e_above_lowest_kcal_mol": 4.48, "total_energy_ev": -136246.886, "e_homo_ev": [-2.52, -2.47], "fmax_ev_per_a": 0.72, "multiplicity": 2, "total_charge": -2}



No. 2
{"formula": "C29H43N2O17S6", "method": "the ωB97M-V functional and the def2-TZVPD basis", "species": ["C", "O", "C", "C", "C", "C", "N", "C", "C", "C", "S", "C", "S", "N", "C", "C", "C", "C", "C", "C", "C", "C", "C", "C", "C", "C", "H", "H", "H", "H", "H", "H", "H", "H", "H", "H", "H", "H", "H", "H", "H", "H", "H", "H", "H", "H", "H", "H", "H", "H", "H", "H", "H", "C", "C", "O", "S", "O", "O", "O", "H", "H", "H", "H", "C", "C", "O", "S", "O", "O", "O", "H", "H", "H", "H", "C", "C", "O", "S", "O", "O", "O", "H", "H", "H", "H", "C", "C", "O", "S", "O", "O", "O", "H", "H", "H", "H"], "coordinates": [[1.197, 1.029, 4.443], [-0.077, 1.007, 5.126], [-1.062, 1.851, 4.469], [-2.307, 0.963, 3.903], [-2.911, 1.809, 2.653], [-4.178, 1.067, 1.977], [-3.837, -0.322, 1.545], [-4.523, -0.623, 0.255], [-3.502, -0.710, -1.004], [-2.157, 0.132, -0.803], [-2.384, 1.978, -1.132], [-0.702, 2.445, -1.821], [0.563, 2.543, -0.733], [-0.632, 2.655, -3.288], [-0.380, 1.334, -3.904], [-1.346, 0.784, -5.015], [-0.990, -0.596, -5.628], [0.225, -1.454, -5.203], [1.184, -0.923, -4.111], [0.860, 0.487, -3.499], [0.354, 3.672, -3.682], [1.353, 3.459, -4.878], [2.371, 4.579, -5.309], [2.482, 5.926, -4.561], [1.499, 6.158, -3.374], [0.473, 5.079, -2.981], [1.892, 1.884, 4.798], [1.080, 1.147, 3.308], [1.719, 0.030, 4.708], [-0.646, 2.475, 3.601], [-1.434, 2.596, 5.272], [-1.977, -0.070, 3.538], [-3.084, 0.933, 4.741], [-2.042, 1.982, 1.932], [-3.288, 2.828, 3.025], [-5.065, 0.973, 2.711], [-4.510, 1.751, 1.096], [-5.020, -1.664, 0.400], [-5.402, 0.104, 0.042], [-3.230, -1.831, -1.116], [-4.024, -0.367, -1.970], [-1.660, -0.011, 0.216], [-1.403, -0.266, -1.585], [-2.251, 1.369, -5.379], [-1.657, -1.021, -6.456], [0.498, -2.475, -5.665], [2.108, -1.488, -3.734], [1.622, 0.853, -2.716], [1.379, 2.513, -5.516], [3.058, 4.385, -6.213], [3.246, 6.681, -4.929], [1.589, 7.166, -2.823], [-0.242, 5.319, -2.128], [6.958, 1.642, 4.403], [6.163, 1.088, 5.576], [4.802, 1.123, 5.149], [4.743, 0.879, 3.546], [4.455, -0.506, 3.312], [3.988, 1.940, 2.954], [6.316, 1.128, 3.236], [6.904, 2.733, 4.369], [8.003, 1.331, 4.430], [6.296, 1.677, 6.484], [6.428, 0.046, 5.776], [-7.653, -1.786, 5.062], [-8.294, -0.777, 6.003], [-8.183, 0.477, 5.332], [-8.271, 0.229, 3.728], [-9.620, 0.477, 3.308], [-7.139, 0.848, 3.113], [-8.036, -1.376, 3.750], [-6.562, -1.748, 5.126], [-7.992, -2.804, 5.257], [-7.798, -0.739, 6.973], [-9.357, -0.991, 6.146], [3.297, -6.371, -4.685], [2.622, -5.368, -3.763], [2.745, -4.111, -4.429], [2.705, -4.354, -6.031], [1.367, -4.109, -6.484], [3.851, -3.725, -6.615], [2.948, -5.959, -6.010], [4.385, -6.327, -4.589], [2.958, -7.392, -4.503], [3.087, -5.330, -2.778], [1.557, -5.590, -3.652], [3.963, -1.858, 0.742], [2.920, -1.492, -0.302], [3.239, -2.298, -1.440], [3.867, -3.704, -0.934], [2.821, -4.684, -0.924], [5.118, -3.909, -1.603], [4.163, -3.267, 0.598], [4.914, -1.356, 0.543], [3.634, -1.621, 1.754], [2.943, -0.433, -0.560], [1.915, -1.762, 0.032]], "orbital_gap_ha": 0.112, "lumo_ev": 1.4, "e_above_lowest_kcal_mol": 219.07, "total_energy_ev": -133553.522, "e_homo_ev": -1.60, "fmax_ev_per_a": 5.04, "total_charge": -1}



No. 3
{"formula": "C29H44Li2O17S", "method": "the ωB97M-V functional and the def2-TZVPD basis", "species": ["Li", "Li", "S", "O", "O", "O", "O", "C", "O", "H", "H", "H", "H", "C", "O", "H", "H", "H", "H", "C", "O", "H", "H", "H", "H", "C", "O", "H", "H", "H", "H", "C", "O", "H", "H", "H", "H", "C", "C", "C", "C", "C", "C", "O", "O", "H", "H", "H", "H", "H", "H", "C", "C", "C", "C", "C", "C", "O", "O", "H", "H", "H", "H", "H", "H", "C", "C", "C", "C", "C", "C", "O", "O", "H", "H", "H", "H", "H", "H", "C", "C", "C", "C", "C", "C", "O", "O", "H", "H", "H", "H", "H", "H"], "coordinates": [[21.648, 26.509, 3.088], [19.294, 25.867, -2.564], [20.313, 27.225, 0.215], [20.934, 26.640, 1.450], [20.082, 26.152, -0.801], [18.993, 27.734, 0.597], [21.166, 28.291, -0.335], [18.345, 28.137, -3.947], [18.101, 27.463, -2.673], [18.877, 27.653, -4.531], [18.620, 29.329, -3.826], [17.392, 28.159, -4.441], [17.983, 28.135, -1.977], [17.648, 23.991, 1.013], [18.042, 24.521, -0.284], [18.422, 23.339, 1.323], [16.719, 23.245, 0.683], [17.455, 24.661, 1.687], [18.830, 25.212, -0.133], [21.044, 22.440, -0.605], [21.697, 23.651, -0.677], [21.774, 21.688, -0.595], [20.498, 22.291, -1.481], [20.323, 22.727, 0.030], [21.054, 24.347, -0.645], [21.586, 25.995, -4.634], [21.146, 26.366, -3.494], [21.319, 25.004, -4.671], [22.698, 26.213, -4.519], [21.214, 26.569, -5.468], [22.015, 26.790, -2.890], [22.984, 24.376, 2.238], [23.308, 24.987, 3.465], [23.485, 23.559, 1.953], [23.202, 25.050, 1.204], [22.099, 23.945, 2.204], [23.947, 24.547, 3.938], [19.249, 32.103, 2.334], [19.183, 30.675, 2.336], [18.207, 30.012, 3.127], [17.194, 30.712, 3.925], [17.248, 32.114, 3.829], [18.186, 32.765, 2.960], [18.206, 34.135, 2.927], [18.210, 28.625, 3.056], [20.009, 32.711, 1.757], [19.868, 30.157, 1.781], [16.752, 30.027, 4.555], [16.487, 32.774, 4.355], [17.573, 34.553, 3.487], [18.616, 28.436, 2.214], [26.531, 29.503, -0.331], [25.274, 29.972, 0.335], [24.159, 29.070, 0.281], [24.301, 27.746, -0.219], [25.601, 27.388, -0.732], [26.684, 28.265, -0.844], [27.880, 27.828, -1.432], [22.886, 29.642, 0.476], [27.117, 30.539, -0.371], [25.256, 30.777, 0.682], [23.409, 27.258, -0.303], [25.784, 26.418, -1.121], [28.463, 28.605, -1.500], [22.041, 28.997, 0.180], [14.062, 30.484, 0.106], [14.669, 29.135, 0.220], [16.020, 28.951, 0.113], [16.754, 30.085, -0.199], [16.304, 31.380, -0.402], [14.890, 31.507, -0.179], [14.432, 32.768, -0.124], [16.595, 27.688, 0.089], [13.025, 30.646, 0.489], [14.018, 28.317, 0.530], [17.812, 29.988, -0.183], [17.095, 32.044, -0.485], [13.578, 33.015, 0.192], [17.642, 27.724, 0.385], [21.116, 32.836, -3.627], [21.564, 31.453, -3.575], [21.130, 30.734, -2.582], [20.404, 31.326, -1.486], [19.891, 32.596, -1.558], [20.281, 33.402, -2.701], [19.909, 34.739, -2.611], [21.539, 29.400, -2.509], [21.338, 33.265, -4.610], [22.275, 31.265, -4.333], [20.207, 30.877, -0.608], [19.126, 33.060, -0.661], [19.345, 35.108, -1.874], [21.420, 29.002, -1.600]], "orbital_gap_ha": 0.249, "lumo_ev": -0.6, "e_above_lowest_kcal_mol": 9.85, "total_energy_ev": -76830.213, "e_homo_ev": -7.36, "fmax_ev_per_a": 17.53, "total_charge": 0}



No. 4
{"formula": "C29H45AsCrPS4", "method": "the ωB97M-V functional and the def2-TZVPD basis", "species": ["Cr", "S", "As", "S", "S", "S", "C", "C", "C", "C", "C", "C", "C", "C", "C", "C", "C", "C", "C", "C", "C", "C", "C", "C", "C", "C", "C", "P", "C", "C", "C", "C", "C", "C", "C", "C", "H", "H", "H", "H", "H", "H", "H", "H", "H", "H", "H", "H", "H", "H", "H", "H", "H", "H", "H", "H", "H", "H", "H", "H", "H", "H", "H", "H", "H", "H", "H", "H", "H", "H", "H", "H", "H", "H", "H", "H", "H", "H", "H", "H", "H"], "coordinates": [[-0.611, -0.589, -0.207], [-1.515, -2.417, -4.063], [-0.560, -2.939, -2.256], [-1.892, -2.494, -0.484], [0.952, -1.357, -1.740], [0.281, -4.853, -2.005], [1.386, -4.713, 1.499], [0.374, -4.119, 2.472], [0.672, -4.540, 3.913], [0.271, -2.613, 2.387], [-0.937, -1.988, 2.631], [-1.105, -0.615, 2.459], [-2.439, -0.013, 2.859], [-2.516, 0.104, 4.386], [-3.641, -0.816, 2.356], [-0.011, 0.172, 2.028], [1.263, -0.439, 1.912], [1.364, -1.815, 2.058], [2.521, 0.373, 1.675], [3.501, -0.297, 0.715], [3.224, 0.652, 3.009], [-0.110, 1.686, 2.060], [0.106, 2.257, 3.316], [0.067, 3.624, 3.517], [-0.195, 4.464, 2.446], [-0.415, 3.917, 1.195], [-0.373, 2.537, 0.967], [-0.685, 1.794, -0.701], [-2.451, 2.253, -1.152], [-2.854, 3.717, -0.958], [-3.371, 1.411, -0.272], [-2.694, 1.837, -2.607], [0.532, 2.561, -1.918], [0.486, 1.801, -3.256], [1.918, 2.338, -1.312], [0.368, 4.050, -2.235], [1.310, -5.800, 1.512], [2.408, -4.458, 1.784], [1.205, -4.378, 0.477], [-0.614, -4.505, 2.196], [1.652, -4.167, 4.219], [0.684, -5.626, 4.001], [-0.069, -4.146, 4.608], [-1.799, -2.593, 2.883], [-2.488, 1.000, 2.453], [-2.394, -0.879, 4.842], [-3.488, 0.497, 4.684], [-1.748, 0.761, 4.790], [-3.820, -1.681, 2.995], [-3.506, -1.185, 1.341], [-4.539, -0.199, 2.389], [2.318, -2.285, 1.868], [2.220, 1.329, 1.249], [3.996, -1.147, 1.187], [4.282, 0.412, 0.440], [3.007, -0.663, -0.184], [3.408, -0.284, 3.536], [2.641, 1.298, 3.661], [4.188, 1.132, 2.831], [0.317, 1.596, 4.146], [0.237, 4.030, 4.505], [-0.235, 5.536, 2.582], [-0.639, 4.583, 0.378], [-2.770, 4.028, 0.082], [-3.905, 3.818, -1.240], [-2.286, 4.408, -1.577], [-3.342, 1.746, 0.763], [-3.143, 0.341, -0.318], [-4.396, 1.529, -0.630], [-2.231, 2.528, -3.308], [-3.771, 1.855, -2.792], [-2.341, 0.825, -2.826], [0.442, 0.719, -3.136], [1.409, 2.037, -3.792], [-0.342, 2.121, -3.882], [2.108, 1.278, -1.154], [2.051, 2.876, -0.373], [2.661, 2.709, -2.020], [-0.587, 4.264, -2.713], [1.149, 4.322, -2.950], [0.488, 4.699, -1.373]], "orbital_gap_ha": [0.212, 0.213], "lumo_ev": [2.1, 2.1], "e_above_lowest_kcal_mol": 0.00, "total_energy_ev": -172698.981, "e_homo_ev": [-3.69, -3.72], "fmax_ev_per_a": 0.69, "multiplicity": 5, "total_charge": -1}